[1]
ORCA calculation (wB97M-V/def2-TZVPD) on a 9-piece molecular cluster, C18H54BF4N14O10 overall at a distorted geometry.

Structure (ORCA input):
```
! RIJCOSX wB97M-V def2-TZVPD def2/J DEFGRID3
* xyz -2 2
B -5.7502 -21.7082 14.3031
F -5.2316 -22.3085 15.4131
F -6.9840 -21.2897 14.5904
F -4.9975 -20.5689 14.1536
F -5.6744 -22.5001 13.1866
C -7.1708 -16.9170 19.7920
O -6.3602 -18.0856 19.9720
C -6.5390 -18.8404 21.0997
C -5.5411 -19.9051 21.3649
N -5.7984 -21.1332 20.5033
C -4.9606 -22.2326 21.0556
C -4.9378 -23.4675 20.1856
O -4.5355 -23.0702 18.8103
C -4.7037 -24.1854 17.9117
H -6.7842 -16.1742 20.4897
H -8.2107 -17.1794 19.9868
H -7.0278 -16.5457 18.7772
H -7.5213 -19.3119 21.0698
H -6.5359 -18.2354 22.0063
H -5.4726 -20.1322 22.4287
H -4.5457 -19.5027 21.1766
H -6.7398 -21.4869 20.5965
H -5.1804 -22.4682 22.0968
H -3.8989 -21.9868 21.0802
H -5.9400 -23.8654 20.0262
H -4.3654 -24.3127 20.5677
H -4.3784 -23.9740 16.8931
H -5.7383 -24.5278 17.8908
H -4.0764 -25.0226 18.2177
C 0.4977 -21.9766 15.9019
O -0.0856 -20.7625 16.3206
C -1.3419 -20.5583 15.5443
C -1.9417 -19.2295 15.9140
N -2.2312 -19.1485 17.3583
C -2.7226 -17.7598 17.7064
C -3.0151 -17.6697 19.2008
O -1.7873 -17.4394 19.8321
C -1.7284 -17.9168 21.1902
H -0.0986 -22.8782 15.7618
H 1.2791 -22.1946 16.6299
H 1.0278 -21.6853 14.9951
H -1.9796 -21.4117 15.7746
H -1.1372 -20.4870 14.4760
H -2.8082 -19.0577 15.2754
H -1.2046 -18.4562 15.6980
H -1.3253 -19.2664 17.7892
H -3.6528 -17.6837 17.1433
H -2.0008 -17.0733 17.2639
H -3.6462 -18.4633 19.6007
H -3.5313 -16.7845 19.5724
H -2.6260 -17.6796 21.7614
H -0.8385 -17.5261 21.6837
H -1.7507 -19.0066 21.1956
C -8.5401 -23.9071 10.4134
O -8.9557 -24.6153 11.2761
N -7.5923 -23.0480 10.5534
N -9.0575 -23.7767 9.2229
H -7.2843 -22.4613 9.7911
H -7.3573 -22.9455 11.5303
H -8.4880 -23.3254 8.5213
H -9.7499 -24.4837 9.0212
C -8.0138 -24.8279 14.7567
O -8.6402 -25.8530 14.6963
N -7.2497 -24.5291 15.7936
N -7.8072 -24.0552 13.7406
H -6.5894 -23.7808 15.6384
H -7.1115 -25.0954 16.6184
H -8.2419 -24.4198 12.9050
H -7.3673 -23.1576 13.8850
C -2.2392 -23.2874 13.4507
O -0.9771 -23.2506 13.4431
N -2.9409 -22.4492 12.7364
N -2.9847 -24.2074 13.8901
H -3.9302 -22.4595 12.9396
H -2.4012 -21.6123 12.5680
H -3.9850 -24.2689 13.7648
H -2.6007 -25.1091 14.1343
C -5.4384 -17.0686 15.3340
O -5.9166 -16.8740 16.4602
N -6.1052 -17.5767 14.3746
N -4.2943 -16.6842 14.9238
H -5.6792 -17.9469 13.5370
H -6.9810 -17.9918 14.6588
H -3.7148 -16.0302 15.4303
H -4.3522 -16.6625 13.9157
C -3.4052 -17.9223 11.9599
O -4.4795 -17.4123 11.9834
N -3.1723 -18.9832 12.6211
N -2.3576 -17.5331 11.3098
H -3.9235 -19.5508 12.9866
H -2.2259 -19.3321 12.5702
H -1.4477 -17.9630 11.2243
H -2.5097 -16.6691 10.8093
C -7.0381 -19.4533 11.4244
O -7.1555 -18.5017 10.7036
N -6.4435 -20.5345 11.0105
N -7.5152 -19.5160 12.6379
H -5.8324 -20.4550 10.2103
H -6.4460 -21.2802 11.6916
H -8.2460 -18.9559 13.0527
H -7.1180 -20.1721 13.2951
*
```

- frontier orbital gap (alpha / beta) (hartree) = 0.054 / 0.290
- E_LUMO (alpha / beta) (eV) = 3.87 / 3.86

***

[2]
ORCA calculation (wB97M-V/def2-TZVPD) on C18H54Be2NO21 as an isolated structure at a distorted geometry.

Structure (ORCA input):
```
! RIJCOSX wB97M-V def2-TZVPD def2/J DEFGRID3
* xyz 3 1
Be 6.4243 11.4499 -14.7635
Be 3.8339 16.6737 -15.4629
N 6.3422 14.9038 -13.3430
O 7.2588 15.4798 -12.8098
O 5.3017 15.4379 -13.6332
O 6.5479 13.7340 -13.6941
C 8.7666 12.4879 -17.2255
C 7.9419 13.7541 -17.0559
O 6.7137 13.3499 -16.5862
O 8.7686 11.6592 -16.0517
H 9.7847 12.7489 -17.5177
H 8.4886 11.9386 -18.1260
H 7.8267 14.2986 -17.9944
H 8.3172 14.4938 -16.3468
H 6.2142 14.1609 -16.4555
H 9.6656 11.3155 -16.0308
C 9.0605 13.8321 -9.8934
C 8.5367 14.5342 -8.6884
O 8.3478 15.9374 -8.8451
O 8.0467 13.4822 -10.9029
H 9.4425 12.8975 -9.4812
H 9.8961 14.3115 -10.4033
H 9.1378 14.4025 -7.7886
H 7.5439 14.0983 -8.5701
H 9.2206 16.3241 -8.9550
H 7.7895 14.2387 -11.4384
C 9.1323 18.4222 -11.6677
C 10.4602 18.4458 -12.4964
O 11.3099 19.4911 -12.0761
O 8.2074 19.4661 -11.9296
H 9.3293 18.3474 -10.5975
H 8.6396 17.4982 -11.9801
H 10.1332 18.6626 -13.5143
H 10.9660 17.4851 -12.3998
H 11.8652 19.1962 -11.3503
H 7.4391 19.3817 -11.3557
C 7.1456 17.1021 -15.8688
C 6.7219 18.4150 -15.2591
O 5.5218 18.3079 -14.4650
O 5.9970 16.5807 -16.6766
H 7.4777 16.3405 -15.1632
H 7.9996 17.1686 -16.5429
H 6.6091 19.0921 -16.1063
H 7.5689 18.7536 -14.6608
H 5.3438 19.1652 -14.0652
H 5.9818 16.8198 -17.6079
C 4.2974 17.2479 -10.1689
C 5.7637 17.5313 -10.5616
O 6.2758 18.7320 -10.0079
O 4.2533 16.9652 -8.7536
H 3.9001 16.3956 -10.7231
H 3.6553 18.1091 -10.3581
H 5.7507 17.6799 -11.6428
H 6.3987 16.6528 -10.4428
H 6.5371 18.5590 -9.0990
H 3.3391 16.9817 -8.4593
C 11.6199 15.4761 -14.7947
C 11.3097 14.5034 -13.6652
O 10.7460 15.0539 -12.5027
O 10.4866 16.1621 -15.2837
H 11.9747 14.8801 -15.6368
H 12.4124 16.1676 -14.5076
H 12.0952 13.7809 -13.4440
H 10.5509 13.8045 -14.0277
H 9.9685 15.5347 -12.8001
H 10.7306 17.0821 -15.4111
C 8.3019 10.1121 -12.3264
C 9.0516 9.5576 -13.5216
O 8.0624 9.4111 -14.5198
O 7.8023 11.4165 -12.6956
H 8.9637 10.1322 -11.4603
H 7.5106 9.4050 -12.0764
H 9.4825 8.6011 -13.2256
H 9.8031 10.2629 -13.8776
H 8.3662 8.6016 -14.9409
H 7.8796 12.0500 -11.9702
C 0.9309 15.5419 -11.9093
C 1.9845 14.8376 -12.7414
O 1.9824 15.2117 -14.1011
O -0.3502 15.3829 -12.5245
H 1.1880 16.5782 -11.6871
H 0.8874 14.9661 -10.9833
H 1.9118 13.7510 -12.6878
H 2.9499 15.1369 -12.3332
H 1.1175 15.0051 -14.4701
H -1.0725 15.8891 -12.1446
C 3.4171 13.5367 -9.5875
C 4.8134 13.6373 -10.1436
O 5.5314 12.4322 -10.1716
O 2.5058 12.7847 -10.3080
H 2.9842 14.5142 -9.3748
H 3.5341 13.0186 -8.6339
H 5.4158 14.3498 -9.5772
H 4.8287 14.0545 -11.1539
H 6.4647 12.6358 -10.2831
H 2.6625 11.8714 -10.0554
*
```

- frontier orbital gap (hartree) = 0.085
- energy relative to the best compared isomer or geometry (same formula, charge and spin) (eV) = 2.0237
- E_LUMO (eV) = -13.15